Density functional theory data (ωB97M-V/def2-TZVPD) for C22H13F6N2O7S3Sc as an isolated structure.

The geometry in XYZ format:
```
54
Properties=species:S:1:pos:R:3:forces:R:3:mulliken_charge:R:1
Sc 1.022561 0.006402 -0.411713 -0.352 0.126 -0.396 -0.165
S 0.129441 -4.491035 -1.573344 -0.004 -0.033 0.002 -0.393
C -1.438289 -3.753559 -1.515314 -0.125 -0.069 -0.028 0.768
C -2.687277 -4.339680 -1.702539 0.042 0.019 0.007 -0.729
C -3.801845 -3.534032 -1.586603 -0.023 0.027 0.010 -0.447
C -3.676768 -2.171913 -1.288358 -0.005 -0.001 0.000 -0.560
C -2.438372 -1.592524 -1.106248 -0.046 -0.049 -0.020 0.068
C -1.308223 -2.395439 -1.226890 0.161 0.114 0.110 -0.689
N 0.011865 -1.975111 -1.058459 -0.088 0.006 0.052 0.029
C 0.849986 -2.967934 -1.204708 0.146 0.060 -0.051 1.102
C 2.293905 -2.759385 -1.076551 -0.039 -0.130 -0.046 1.190
C 3.190947 -3.825119 -1.127455 0.062 0.026 -0.010 -1.001
C 4.544367 -3.569302 -0.996629 0.016 0.000 0.003 -0.651
C 4.981142 -2.263226 -0.807207 -0.017 0.010 -0.011 -0.816
C 4.066863 -1.217562 -0.741709 0.006 -0.080 -0.046 0.186
C 2.693169 -1.430815 -0.883194 -0.005 0.293 -0.050 -0.371
H -2.782932 -5.393396 -1.927238 0.011 0.001 0.000 0.400
H -4.785260 -3.963436 -1.723261 0.001 0.004 -0.005 0.383
H -4.566936 -1.563372 -1.197349 -0.003 -0.009 -0.001 0.453
H -2.317450 -0.544857 -0.882151 -0.001 0.040 0.032 0.252
H 2.849572 -4.846246 -1.258419 -0.033 0.013 -0.010 0.349
H 5.256713 -4.382983 -1.035910 -0.001 0.002 0.002 0.397
H 6.040600 -2.062263 -0.702994 -0.002 -0.005 0.004 0.414
H 4.443966 -0.214930 -0.572750 -0.008 0.008 0.004 0.466
F 4.995157 1.142188 2.202788 0.020 0.003 0.025 -0.205
C 3.823785 0.954292 2.801333 0.098 0.127 0.093 0.618
F 3.869217 1.440919 4.036369 0.069 -0.017 -0.017 -0.216
F 3.567881 -0.345143 2.854092 -0.101 -0.107 -0.049 -0.212
S 2.528273 1.846096 1.851009 -0.289 0.060 -0.167 1.218
O 2.504046 1.094718 0.586299 0.374 0.034 0.354 -0.313
O 2.937846 3.198112 1.785828 0.062 0.043 0.092 -0.614
N 1.245509 1.632343 2.726369 0.016 0.086 0.120 -0.455
S 0.047015 0.677288 2.494524 0.446 -0.260 -0.390 1.138
O 0.387275 -0.385261 1.497222 -0.443 0.295 0.564 -0.462
O -1.227671 1.278223 2.335591 -0.046 0.046 0.086 -0.637
C -0.019399 -0.267561 4.069467 -0.088 -0.015 -0.040 0.491
F 1.143306 -0.841229 4.330288 0.134 -0.044 -0.014 -0.186
F -0.954099 -1.201302 3.948227 -0.065 -0.074 0.026 -0.190
F -0.338176 0.555907 5.054100 -0.020 0.060 0.084 -0.190
O -0.679054 5.059556 -0.632637 -0.098 0.066 -0.001 -0.460
C -1.851680 4.414817 -0.845782 0.123 0.053 0.048 0.897
C -3.041347 5.122750 -0.995390 -0.011 -0.039 -0.005 -0.809
C -4.227774 4.456775 -1.241252 -0.035 0.031 -0.002 -0.496
C -4.246045 3.073798 -1.358762 0.050 0.016 0.011 -0.932
C -3.059435 2.377324 -1.221005 0.003 -0.041 -0.036 -0.125
C -1.854722 3.018999 -0.947843 0.011 0.033 -0.084 0.385
C -0.620976 2.215060 -0.723519 0.155 0.030 0.201 0.730
O 0.294798 2.609709 0.000698 0.002 -0.322 -0.074 -0.605
O -0.556898 1.034879 -1.273033 -0.093 -0.342 -0.342 -0.651
H -0.849097 6.007762 -0.586625 0.035 -0.064 -0.006 0.285
H -3.025625 6.204259 -0.917772 -0.004 0.001 0.000 0.282
H -5.142644 5.025744 -1.347420 0.000 -0.006 -0.001 0.380
H -5.169727 2.547928 -1.555878 -0.003 0.005 -0.004 0.410
H -3.051484 1.302765 -1.320292 0.007 -0.031 -0.025 0.292
```
Positions in Å, forces in eV/Å.

Calculated values
Multiplicity: 1
E_LUMO, eV: -0.450
Kohn-Sham gap, hartree: 0.3058
Highest occupied orbital energy, eV: -8.77
Total energy, eV: -109852.585
Total charge: 0

Density functional theory data (ωB97M-V/def2-TZVPD) for ClFe as an isolated structure at a distorted geometry.

The geometry in XYZ format:
```
2
Properties=species:S:1:pos:R:3:forces:R:3:lowdin_spin:R:1
Fe 25.186497 2.954407 15.214262 -0.344 -2.392 0.540 3.942
Cl 24.871724 0.771505 15.707690 0.344 2.392 -0.540 1.058
```
Positions in Å, forces in eV/Å.

Calculated values
Multiplicity: 6
E_LUMO (alpha / beta), eV: -14.256 / -17.199
Kohn-Sham gap (alpha / beta), hartree: 0.4287 / 0.2727
Highest occupied orbital energy (alpha / beta), eV: -25.92 / -24.62
Total energy, eV: -46882.824
⟨S²⟩: 8.77
Energy above the lowest of the compared OMol25 structures with the same formula, charge and spin, kcal/mol: 7.94
Total charge: +2

Density functional theory data (ωB97M-V/def2-TZVPD) for C6H10N2 as an isolated structure at a distorted geometry.

The geometry in XYZ format:
```
18
Properties=species:S:1:pos:R:3:forces:R:3:mulliken_charge:R:1
C -1.187539 0.062772 -1.659700 3.068 -0.167 -1.131 -1.054
C -0.132365 -0.505397 -0.569331 -1.923 -1.719 -4.294 -0.081
C 0.200850 0.322611 0.634188 0.911 1.219 -1.787 1.343
C -0.449793 0.086915 1.928024 -1.716 2.289 2.433 -0.617
C 1.015263 1.446302 0.179587 2.655 3.288 -1.380 -1.062
C 1.823682 2.250096 -0.340047 -4.229 -4.087 2.821 -0.229
H -1.227877 -0.562394 -2.682887 0.234 1.002 2.621 0.252
H -0.569568 0.960159 -1.916345 -1.550 0.144 -0.309 0.338
H -2.198006 0.214347 -1.301377 0.068 0.246 0.177 0.274
H 0.881457 -0.440654 -1.133140 -1.497 -0.806 0.804 0.293
H -0.147221 -2.626381 -1.213930 -1.993 2.788 4.149 0.309
H -0.213171 -2.123080 0.787147 -1.228 0.068 -4.336 0.348
H -0.304394 0.815533 2.878863 -0.685 -1.387 -2.727 0.280
H -1.574198 -0.305417 1.771040 3.029 -0.159 0.895 0.261
H 1.654097 -0.274419 1.935881 0.814 0.846 1.159 0.273
H 2.319831 3.127640 -0.533790 1.046 1.294 -0.630 0.490
N -0.694824 -1.891061 -0.303058 4.271 -2.016 0.776 -0.712
N 0.803778 -0.557571 1.538875 -1.275 -2.842 0.759 -0.706
```
Positions in Å, forces in eV/Å.

Calculated values
Multiplicity: 1
E_LUMO, eV: 0.802
Kohn-Sham gap, hartree: 0.3499
Highest occupied orbital energy, eV: -8.72
Total energy, eV: -9357.564
Energy above the lowest of the compared OMol25 structures with the same formula, charge and spin, kcal/mol: 158.50
Total charge: 0

Density functional theory data (ωB97M-V/def2-TZVPD) for a 2-piece molecular cluster, C3H11NO overall at a distorted geometry.

The geometry in XYZ format:
```
16
Properties=species:S:1:pos:R:3:forces:R:3:mulliken_charge:R:1
N 1.937560 2.696427 -2.532327 0.194 0.811 -0.020 -0.480
C 2.563486 2.392038 -1.311362 -0.397 -0.630 1.052 -0.239
O 2.648932 0.968446 -1.074631 0.480 -0.112 -0.153 -0.540
H 2.544003 2.757227 -3.330515 -0.095 -0.373 -0.148 0.215
H 1.077173 2.200311 -2.681717 0.002 -0.094 -0.181 0.206
H 3.558347 2.826648 -1.214834 -0.072 0.210 -0.326 0.321
H 1.950395 2.746235 -0.475092 0.032 0.294 -0.174 0.217
H 3.532907 0.768810 -0.748638 -0.145 -0.107 -0.050 0.300
C -2.748228 -3.075098 2.321932 -0.236 0.238 0.664 -0.802
C -4.239755 -2.722951 2.404580 0.423 -0.324 -0.840 -0.779
H -2.343438 -3.200550 3.328131 0.228 -0.125 -0.172 0.259
H -2.170818 -2.320610 1.795936 -0.009 0.370 0.194 0.260
H -2.580932 -3.969342 1.748052 -0.055 -0.593 -0.074 0.279
H -4.483688 -2.306310 1.429669 -0.490 0.336 0.124 0.247
H -4.866855 -3.602965 2.517315 0.041 -0.195 0.143 0.265
H -4.491703 -2.043945 3.210393 0.098 0.294 -0.040 0.272
```
Positions in Å, forces in eV/Å.

Calculated values
Multiplicity: 1
Structure (SMILES): NCO.CC
E_LUMO, eV: 0.999
Kohn-Sham gap, hartree: 0.3914
Highest occupied orbital energy, eV: -9.65
Total energy, eV: -6826.434
Energy above the lowest of the compared OMol25 structures with the same formula, charge and spin, kcal/mol: 18.71
Total charge: 0